39
Properties=species:S:1:pos:R:3:forces:R:3:mulliken_charge:R:1 method="wB97M-V/def2-TZVPD" charge=0 total_energy_ev=-44025.2270 homo_lumo_gap_ha=0.3161
C 5.5037 0.2857 -2.1394 -0.1648 -0.1368 -0.0690 -1.138
C 4.5561 -0.7887 -1.6223 -0.0215 0.4897 -0.4701 -0.247
N 4.9361 -1.1803 -0.2779 -0.0398 0.3545 0.8610 -0.367
S 4.4969 -0.1753 0.9808 -0.0081 -0.3999 0.0028 1.243
O 4.8004 -0.9009 2.1780 -0.2309 -0.2240 -0.0880 -0.710
O 5.0894 1.1130 0.7797 -0.2510 0.0155 -0.2601 -0.671
C 2.7204 -0.0105 0.8242 0.7248 0.1040 0.0483 -0.103
C 2.1825 1.1461 0.2928 0.0765 0.0676 0.0269 -0.380
C 0.8146 1.2496 0.1391 -0.1592 -0.1926 0.0351 -0.820
C -0.0213 0.1912 0.5084 0.6029 -0.0734 0.0332 0.898
C 0.5359 -0.9587 1.0693 0.0521 -0.0257 0.0774 -0.349
C 1.9062 -1.0550 1.2177 -0.0528 0.0240 0.0160 -0.997
H 2.3539 -1.9300 1.6618 -0.0332 -0.1553 0.0893 0.416
H -0.1006 -1.7683 1.3819 0.0299 0.0329 0.0293 0.419
N -1.3913 0.3709 0.3543 -0.7044 0.6189 -0.0477 -0.050
C -2.3735 -0.5669 0.1608 -0.0607 -0.1755 -0.1603 0.269
N -3.6346 -0.1006 0.1397 0.2416 0.1544 0.1215 0.053
C -4.0458 1.2761 0.3483 0.0360 0.4297 0.1314 -0.598
C -5.5607 1.2469 0.1406 0.0071 -0.0108 0.0800 -0.734
H -5.7945 1.3987 -0.9135 -0.0042 0.0364 -0.0204 0.301
C -5.9388 -0.1717 0.5577 0.1481 0.0959 -0.1237 -0.661
H -5.9821 -0.2458 1.6447 -0.0215 -0.0236 0.0386 0.296
C -4.7732 -0.9937 0.0224 -0.3737 -0.4340 -0.0359 -0.710
H -4.9211 -1.2698 -1.0279 -0.0026 -0.0719 0.0854 0.273
H -4.5876 -1.9084 0.5884 -0.0468 0.1140 -0.1307 0.440
H -6.8928 -0.4914 0.1464 -0.0391 -0.0394 0.0309 0.368
H -6.0680 2.0121 0.7240 0.0082 0.0737 -0.0477 0.374
H -3.7933 1.5990 1.3666 0.0245 0.0344 -0.0906 0.353
H -3.5626 1.9520 -0.3660 -0.0008 0.0019 0.0722 0.374
S -2.0756 -2.1746 -0.0968 0.1313 -0.6047 -0.1397 -0.418
H -1.6572 1.3318 0.1850 -0.0053 -0.1440 0.1161 0.161
H 0.3846 2.1524 -0.2722 -0.0347 0.0766 -0.0647 0.323
H 2.8465 1.9497 0.0168 0.0087 0.1440 -0.0537 0.480
H 4.7074 -2.1299 -0.0323 -0.0285 -0.1879 0.1211 0.317
H 4.6079 -1.6729 -2.2622 -0.0661 0.0248 0.1554 0.421
H 3.5205 -0.4160 -1.6393 0.0892 -0.1452 -0.1192 0.207
H 5.5125 1.1250 -1.4511 0.0444 0.1020 -0.1104 0.289
H 5.1870 0.6219 -3.1235 0.0009 0.0623 -0.1129 0.366
H 6.5122 -0.1125 -2.2051 0.1237 -0.0128 -0.0274 0.314



42
Properties=species:S:1:pos:R:3:forces:R:3:mulliken_charge:R:1 method="wB97M-V/def2-TZVPD" charge=0 total_energy_ev=-50167.6263 homo_lumo_gap_ha=0.3569
C 2.3329 -1.8741 -2.5659 -0.3291 0.2661 -0.0717 -1.168
C 0.8345 -1.6220 -2.5006 0.2262 -0.5606 0.2939 0.152
H 0.3072 -2.1770 -3.2786 0.0306 0.0526 0.1228 0.368
H 0.4300 -1.8877 -1.5201 0.0596 0.0363 -0.2995 0.029
O 0.5092 -0.2517 -2.7761 -0.1050 0.2614 -0.0981 -0.415
C 0.7507 0.6310 -1.8145 0.0929 0.4931 -0.2112 0.835
O 1.2538 0.3826 -0.7344 0.1222 -0.3019 0.0788 -0.777
N 0.4317 1.9060 -2.1919 0.1435 -0.0648 -0.1097 0.084
C -0.5775 2.1641 -3.1951 -0.0811 -0.0052 -0.1489 -0.683
H -0.3724 3.1515 -3.6180 -0.0024 -0.0777 -0.0331 0.351
C -1.9769 2.1246 -2.5341 -0.2049 -0.1557 -0.1339 -0.900
N -1.8340 2.2467 -1.0941 0.0717 0.2043 -0.2766 0.015
C -2.3973 1.2941 -0.3001 -0.2718 0.1370 0.2256 1.164
O -3.1651 0.4743 -0.7565 -0.1564 -0.2945 0.1236 -0.662
C -1.9975 1.2773 1.1721 -0.4539 -0.0651 0.0831 -1.424
N -0.7166 0.6231 1.3677 0.1130 -0.7675 0.2128 -0.196
S -0.8046 -1.0529 1.4555 0.5141 0.2359 0.2909 1.310
O -0.8198 -1.6628 0.1576 0.0654 0.0827 0.0757 -0.641
O -1.8419 -1.3800 2.3825 -0.0971 0.1349 0.2260 -0.726
C 0.7591 -1.3846 2.1994 -0.2341 0.0208 -0.4754 -0.009
C 1.0270 -1.5106 3.5287 -0.2758 0.0497 -0.1048 -0.341
C 2.3906 -1.7701 3.7739 0.0545 -0.0028 -0.0536 -0.570
C 3.1152 -1.8343 2.6228 -0.3124 0.0305 -0.3844 -0.542
S 2.1525 -1.5753 1.2226 0.3815 -0.2022 0.5363 0.089
H 4.1664 -2.0177 2.5210 0.2299 -0.0382 -0.0364 0.436
H 2.8071 -1.9037 4.7557 0.0962 -0.0290 0.1489 0.408
H 0.2634 -1.4275 4.2790 -0.1617 0.0208 0.1730 0.501
H -0.0119 0.8502 0.6725 0.2401 0.0221 -0.0932 0.242
H -1.9724 2.2735 1.6225 -0.0208 -0.1528 -0.0464 0.376
H -2.7265 0.6644 1.7080 -0.1313 0.3293 -0.1393 0.530
C -0.9249 3.2984 -0.7096 0.0991 0.0793 0.0437 -0.644
H -0.9357 3.4553 0.3659 -0.0239 0.0676 -0.0583 0.313
C 0.5051 2.9495 -1.1926 0.1856 0.0055 0.1207 -0.877
H 0.9858 3.8265 -1.6366 -0.0268 -0.0292 0.0840 0.428
H 1.1274 2.5847 -0.3744 -0.0693 0.1314 -0.1176 0.394
H -1.2686 4.2200 -1.1945 0.0271 -0.0248 0.1471 0.391
H -2.4766 1.1724 -2.7206 0.0614 0.1821 -0.0272 0.449
H -2.6064 2.9359 -2.9158 0.0029 -0.0696 -0.0260 0.366
H -0.4997 1.4185 -3.9836 -0.0486 0.1709 0.0036 0.360
H 2.8408 -1.3138 -1.7853 0.0694 0.0017 0.0254 0.254
H 2.5235 -2.9326 -2.4166 0.0429 -0.1477 0.0022 0.372
H 2.7272 -1.5747 -3.5350 0.0766 -0.0268 -0.0729 0.357



42
Properties=species:S:1:pos:R:3:forces:R:3:mulliken_charge:R:1 method="wB97M-V/def2-TZVPD" charge=-2 total_energy_ev=-32596.1932 homo_lumo_gap_ha=0.2936
O -0.0365 -4.4788 -1.8732 0.0938 -0.6614 0.4905 -0.752
O -1.7682 2.1639 4.9059 0.4696 -0.1872 -0.5277 -0.793
O 1.0037 -0.0227 -4.7564 0.6154 0.4953 1.1281 -0.769
O 2.2168 1.4618 2.5768 0.4731 -0.0612 -0.1123 -0.748
O -0.0473 -1.2837 1.5059 0.5236 0.3861 -0.8625 -0.746
O -3.1079 3.7942 4.2104 0.2545 0.0808 -0.5300 -0.778
O 0.6257 1.3259 -2.9630 1.5482 -1.5796 -0.4543 -0.709
C -0.0922 -3.2538 -1.9109 -0.7398 -0.9520 -1.7635 0.637
C -2.0274 3.1648 4.1694 -0.9215 -0.0919 1.3431 0.437
C 1.2264 0.3600 -3.5650 -1.8279 0.0891 -0.5012 0.596
C 1.0944 1.3889 3.0529 1.0040 0.1264 0.7132 0.047
C 0.2089 -0.4883 0.5861 -0.7687 -1.7129 1.7989 0.182
N 0.8558 1.3131 4.3967 0.1495 -0.2044 -0.6752 -0.043
N 0.0844 0.8356 0.8017 0.4178 0.7737 0.3246 -0.002
N 0.3819 -2.5146 -0.9202 0.8278 2.1271 2.0203 0.037
C -0.7066 -2.6131 -3.1418 0.3588 -0.2925 0.0661 -0.746
C 1.8149 1.3118 5.5221 -0.2213 -0.2252 -1.9230 -1.133
C -0.9239 3.7207 3.2783 0.6731 -1.2359 -0.5249 -0.780
C 2.2109 -0.5788 -2.7598 -0.5744 0.6679 -0.6315 -0.762
C -0.6219 2.9269 1.9695 -0.0410 0.2505 0.3371 -0.958
C 1.9765 -0.5524 -1.2682 -0.1061 -0.7578 -0.1181 -0.753
C -0.1250 1.4633 2.1263 -1.7778 -0.6991 0.3271 0.257
C 0.5654 -1.0189 -0.8155 0.2208 -0.4861 -0.4872 -0.098
H -0.1304 1.3729 4.6272 -0.5978 0.2955 0.4658 0.383
H 0.3542 1.4589 0.0736 0.2186 0.3375 -0.6537 0.375
H 0.6274 -3.0504 -0.0842 -0.0266 0.3893 -0.4009 0.254
H -1.2257 -3.3664 -3.7811 0.6530 0.4522 0.7060 0.268
H 0.1055 -2.1229 -3.6933 -0.5107 0.1848 -0.1800 0.089
H -1.4275 -1.8917 -2.8013 -0.2876 0.6586 -0.1951 0.318
H 2.7038 1.9078 5.3204 -0.0566 0.0908 -0.2443 0.329
H 2.1443 0.3001 5.7493 0.0159 -0.1511 0.0790 0.290
H 1.2979 1.7268 6.3530 -0.4035 0.2888 0.7949 0.407
H -1.2322 4.6926 2.9772 -0.1780 0.8962 -0.2683 0.425
H 0.0000 3.7988 3.8481 0.0758 0.0429 0.1910 0.342
H 3.2332 -0.2304 -3.0118 -0.3693 -0.3114 0.2564 0.371
H 2.0971 -1.6130 -3.1144 0.1352 0.3543 -0.2433 0.266
H -1.5279 3.0289 1.3551 0.2297 -0.6403 -0.0091 0.450
H 0.1543 3.4798 1.4479 0.2558 0.1290 -0.2153 0.436
H 2.7383 -1.2036 -0.8457 -0.0069 -0.0788 0.5948 0.366
H 2.1444 0.4440 -0.9342 0.0715 0.8083 0.5088 0.340
H -0.9414 0.8967 2.6109 0.3442 0.1742 -0.1556 0.306
H -0.1540 -0.5588 -1.4738 -0.2143 0.2296 -0.4687 0.361



38
Properties=species:S:1:pos:R:3:forces:R:3:mulliken_charge:R:1 method="wB97M-V/def2-TZVPD" charge=0 total_energy_ev=-34303.9696 homo_lumo_gap_ha=0.3593
O 0.1536 -2.2743 -1.2385 -0.1807 2.1098 -2.3782 -0.539
O -2.7841 -0.3430 -1.3916 1.6142 0.2323 1.8118 -0.637
O -0.4250 -0.8229 1.8492 -0.9409 -0.2914 0.5244 -0.611
O 0.2867 -1.3409 -3.3696 -0.6159 0.2460 1.3877 -0.472
S -2.8443 2.8461 1.2628 0.2385 0.5595 0.1695 -0.260
C 0.1354 -1.2929 -1.9921 0.6217 -2.1542 1.9087 0.220
C -2.2810 -0.0960 -0.2749 -2.3091 -0.0347 -2.7022 0.189
C -0.1102 -0.2251 0.8604 2.0254 0.4630 1.9452 -0.404
N -0.9155 0.1087 -0.1949 0.4791 -0.1349 -1.0794 0.534
C -3.8475 -1.2246 1.5334 1.1256 -0.4310 -1.1681 -1.228
C -3.0051 1.1528 1.9568 0.0746 0.5561 -1.7957 -1.075
C -0.0287 0.1681 -1.3890 -0.4469 -2.3563 -0.4014 -0.694
C 3.8149 -0.2939 0.4093 -0.1041 -1.9884 -1.2878 -0.751
C 3.8624 0.6798 -0.8084 -1.1623 -0.5143 0.4485 -0.806
C 2.4277 -0.8475 0.9075 -0.6185 0.5895 -1.6655 -0.645
C 2.5489 0.7272 -1.6525 0.3105 0.1584 -0.6294 -0.694
C -3.3345 0.1649 0.8123 0.3668 -2.0387 1.8419 0.403
C 1.3487 0.2781 0.6416 -0.7798 -2.4248 -1.5448 0.071
C 1.2007 0.8057 -0.8002 3.5477 -2.9933 -1.3579 -0.363
H 0.0575 -2.2147 -3.7540 0.3323 0.4011 0.8003 0.390
H -4.0784 3.2259 0.8090 0.3706 -0.7924 0.4296 0.130
H -3.4143 -2.2090 1.0711 -0.5745 2.0148 0.7023 0.270
H -4.9444 -1.2644 1.3259 0.8367 -0.0346 0.8469 0.362
H -3.5130 -1.1955 2.6164 -0.8363 -0.1545 -1.2856 0.349
H -3.6877 1.1092 2.7683 -1.1869 0.0330 0.3420 0.577
H -2.0693 0.9772 2.4789 0.4461 -0.1599 -0.4986 0.300
H -0.4434 0.5858 -2.2581 -0.8961 1.8001 -0.5477 0.665
H 4.3665 0.1057 1.2351 0.1258 0.5299 0.5402 0.328
H 4.4446 -1.1341 0.0648 -0.4167 -0.1050 0.5006 0.312
H 4.1252 1.6018 -0.3441 0.0050 1.2522 -0.2611 0.342
H 4.6789 0.3892 -1.4797 -0.1593 0.1563 0.1975 0.395
H 2.4988 -1.0753 1.9640 -0.1807 0.1289 0.2034 0.374
H 2.0694 -1.8003 0.4123 0.6939 1.0886 0.2778 0.260
H 2.6582 1.5165 -2.4744 -0.4977 -0.5656 1.4249 0.376
H 2.6112 -0.1707 -2.2779 -0.5051 -0.2858 0.3239 0.273
H -4.1661 0.4998 0.1824 0.2173 0.1960 0.4622 0.529
H 1.6037 1.1023 1.2352 -0.0553 1.1408 1.2905 0.675
H 0.9994 1.7800 -0.6968 -0.9647 3.8038 0.2238 0.856



40
Properties=species:S:1:pos:R:3:forces:R:3:mulliken_charge:R:1 method="wB97M-V/def2-TZVPD" charge=+2 spin_multiplicity=2 total_energy_ev=-35508.0939 homo_lumo_gap_ha="0.2277 / 0.2395"
Re 1.0847 -0.0398 -0.1008 0.0432 0.0016 0.0739 0.875
O 5.0043 -1.7394 0.3085 0.0253 -0.0073 0.0077 -0.377
C 3.8323 -1.2245 0.4364 -0.0074 0.0276 0.0238 0.811
O 3.1444 -0.8053 -0.5005 -0.0588 -0.0081 -0.0061 -0.767
C 3.3094 -1.1735 1.8471 -0.0271 0.0338 -0.0100 -0.539
O 2.1025 -0.3914 1.8377 0.0143 0.0109 -0.0071 -0.632
C 2.1553 0.8899 2.5283 -0.0071 0.0458 -0.0082 -0.314
C 2.1828 2.0306 1.5205 -0.0093 -0.0254 -0.0404 0.546
O 2.4033 3.1548 1.7744 0.0005 0.0014 0.0035 -0.396
O 1.8648 1.6083 0.2222 0.0237 0.0278 0.0314 -0.423
H 5.3109 -1.7694 -0.6182 -0.0143 0.0034 -0.0049 0.422
H 4.0518 -0.7435 2.5184 0.0177 -0.0133 -0.0063 0.448
H 3.0788 -2.1839 2.1899 -0.0046 -0.0059 -0.0022 0.354
H 3.0277 0.9511 3.1747 0.0019 -0.0293 0.0035 0.430
H 1.2554 0.9704 3.1368 0.0002 -0.0185 0.0031 0.329
C 0.4794 -2.3745 -0.4095 0.0362 0.0150 -0.0310 -1.118
Si -1.2642 -1.5558 -0.6183 0.0698 -0.1150 0.0178 -0.197
C -1.8979 -1.8268 -2.3160 -0.0084 0.0197 -0.0465 -0.987
C -2.2750 -2.0710 0.8301 -0.0296 0.0273 0.0223 -1.042
N -0.6799 0.1698 -0.4985 0.0042 0.0617 -0.0307 0.576
C -1.5161 1.3144 -0.7426 0.0022 0.0191 0.0040 1.037
C -2.8849 1.2134 -0.5122 0.0238 -0.0145 0.0078 -0.105
C -3.6907 2.3152 -0.7426 -0.0083 0.0127 -0.0021 -0.888
C -3.1344 3.4999 -1.2063 0.0140 -0.0019 -0.0012 -0.478
C -1.7676 3.5870 -1.4435 -0.0294 0.0166 0.0003 -0.823
C -0.9492 2.4962 -1.2127 0.0111 -0.0282 -0.0030 -0.370
H 0.3314 -3.1935 -1.1269 -0.0314 -0.0072 0.0110 0.441
H 0.6801 -2.8340 0.5566 -0.0037 0.0216 0.0106 0.409
H 1.4075 -1.9899 -0.8956 -0.0232 -0.0318 -0.0160 0.444
H -2.1447 -2.8817 -2.4577 -0.0069 0.0011 -0.0008 0.419
H -1.1617 -1.5389 -3.0685 -0.0108 -0.0058 -0.0088 0.364
H -2.8060 -1.2465 -2.4888 -0.0010 -0.0043 0.0012 0.390
H -2.2239 -3.1572 0.9402 0.0021 -0.0026 -0.0053 0.434
H -3.3264 -1.8097 0.7087 -0.0015 -0.0116 -0.0002 0.422
H -1.9123 -1.6190 1.7552 -0.0070 -0.0135 0.0061 0.380
H -3.3224 0.2983 -0.1347 0.0020 0.0007 0.0009 0.231
H -4.7540 2.2469 -0.5591 0.0004 0.0040 -0.0009 0.420
H -3.7682 4.3563 -1.3906 -0.0002 -0.0011 -0.0001 0.425
H -1.3376 4.5054 -1.8184 -0.0039 0.0011 0.0000 0.417
H 0.1105 2.5614 -1.4238 0.0013 -0.0079 0.0029 0.433



43
Properties=species:S:1:pos:R:3:forces:R:3:mulliken_charge:R:1 method="wB97M-V/def2-TZVPD" charge=+2 total_energy_ev=-109905.6829 homo_lumo_gap_ha=0.3199
Rh 1.0591 0.4275 -0.2992 0.1039 -0.1305 0.5888 0.308
Br 2.8564 0.3211 2.1604 0.1371 -0.1648 0.0554 -0.016
C 1.8180 1.8840 2.0858 -0.1667 0.1161 -0.0640 0.241
C 1.8898 2.9872 2.9117 0.0054 -0.0035 0.0026 -0.592
C 1.0810 4.0747 2.5903 0.0149 0.0203 0.0202 -0.324
C 0.2643 4.0600 1.4595 -0.0022 0.0011 -0.0200 -0.678
C 0.2534 2.9184 0.6916 0.0742 -0.1480 0.0040 0.937
N 0.9928 1.8576 1.0497 -0.1744 0.2980 -0.2537 0.215
C -0.4706 2.7203 -0.6257 -0.0279 0.1040 0.2056 -0.048
O -1.1880 3.5494 -1.0875 -0.0492 -0.0629 -0.0581 -0.502
O -0.2378 1.5276 -1.2133 0.0794 0.2257 -0.0962 -0.448
H 2.5645 3.0070 3.7557 -0.0066 0.0050 0.0050 0.500
H 1.1150 4.9579 3.2147 0.0021 -0.0029 0.0031 0.468
H -0.3297 4.9136 1.1625 -0.0030 -0.0010 0.0010 0.551
C 0.3908 -2.1679 -3.3411 0.0006 -0.0095 0.0000 -0.201
C 1.5531 -2.9837 -2.7763 0.0623 0.0101 -0.0278 -0.736
C 1.9992 -2.1811 -1.5649 0.0291 0.1246 0.0058 -0.238
O 1.5773 -0.7831 -1.8430 -0.3393 -0.3759 -0.2725 -0.408
C 0.8842 -0.7555 -3.1602 0.0827 0.0533 0.0468 -0.445
H -0.5210 -2.3279 -2.7679 -0.0208 -0.0186 -0.0235 -0.099
H 0.1894 -2.3946 -4.3859 0.0226 0.0127 -0.0058 0.474
H 2.3615 -3.0370 -3.5051 -0.0010 -0.0300 0.0000 0.303
H 1.2785 -3.9999 -2.5025 -0.0137 0.0058 0.0098 0.366
H 3.0764 -2.1647 -1.4191 0.0067 0.0122 0.0133 0.414
H 1.4971 -2.4897 -0.6477 0.0018 -0.0099 -0.0122 0.157
H 1.6444 -0.4907 -3.8934 -0.0039 0.0405 -0.0017 0.375
H 0.1264 0.0201 -3.1091 -0.0214 -0.0053 0.0267 0.234
C -2.9814 0.8071 0.1043 -0.0951 -0.1118 -0.0969 -0.649
O -1.9390 0.2447 0.9671 0.1094 0.4092 0.0888 -0.285
P -0.6721 -0.5736 0.6367 0.0883 -0.3969 -0.0827 0.973
O -0.2669 -1.2058 1.9978 0.1422 0.0454 -0.0549 -0.255
C -0.5327 -0.6438 3.3176 -0.0589 -0.0054 0.0721 -0.687
O -0.9812 -1.7307 -0.3499 -0.0646 0.0601 -0.0575 0.157
C -2.0381 -2.7233 -0.1018 -0.0051 -0.0553 0.0329 -0.856
H -3.9144 0.6323 0.6291 -0.0004 -0.0378 -0.0063 0.309
H -2.9765 0.3087 -0.8616 0.0189 0.0111 -0.0011 0.295
H -2.8116 1.8707 -0.0102 0.0428 0.0151 -0.0020 0.279
H 0.1044 -1.1898 4.0038 0.0001 -0.0142 -0.0103 0.269
H -1.5804 -0.7963 3.5585 0.0014 -0.0065 -0.0057 0.303
H -0.2957 0.4182 3.3369 0.0110 -0.0035 -0.0238 0.341
H -2.5041 -2.9159 -1.0621 0.0109 0.0046 -0.0060 0.294
H -2.7687 -2.3341 0.6037 -0.0016 0.0113 -0.0045 0.386
H -1.5671 -3.6191 0.2903 0.0077 0.0080 0.0056 0.318